P.
Density functional theory data (ωB97M-V/def2-TZVPD) for C2H6N4S in the gas phase.

Values from the calculation:
⟨S²⟩   2.01
Total charge   0
LUMO energy (alpha / beta)   0.720 / -2.162 eV
Highest occupied orbital energy (alpha / beta)   -6.38 / -9.34 eV
2S+1   3

Each line ends with the Löwdin spin population.
Element x y z (Å)
C (0.14201, -0.85759, -0.00401)  0.02
C (1.07208, 0.14488, 0.67010)  0.00
N (-0.37551, -0.16852, -1.19622)  0.08
N (-0.91395, -1.32520, 0.89643)  0.01
N (-0.42494, 2.17301, -0.78086)  0.57
N (-0.46075, 1.05606, -1.28056)  0.25
S (-1.22476, 2.16824, -2.38638)  1.05
H (0.85027, -1.72507, -0.27395)  0.00
H (1.66824, -0.19545, 1.42008)  0.00
H (0.66336, 1.01797, 1.02193)  0.00
H (1.93553, 0.41049, -0.03077)  0.00
H (-1.47924, -2.12277, 0.65044)  0.00
H (-1.45235, -0.57606, 1.29377)  0.00

***

Q.
Density functional theory data (ωB97M-V/def2-TZVPD) for 2 unconnected molecules or ions with the total composition C2H6N4S.

Values from the calculation:
⟨S²⟩   2.01
Total charge   0
LUMO energy (alpha / beta)   0.946 / -0.903 eV
Highest occupied orbital energy (alpha / beta)   -5.82 / -8.84 eV
2S+1   3

Each line ends with the Löwdin spin population.
Element x y z (Å)
C (1.28409, 0.03307, -0.42243)  0.03
C (0.83884, -0.89123, 0.68675)  0.03
N (-2.21182, 0.72146, 0.95028)  0.38
N (-1.68154, 1.06376, -0.05966)  0.66
N (0.22846, -0.08532, -1.53641)  0.18
N (-0.96148, -0.46254, -1.00240)  0.49
S (-0.73351, -1.65267, 0.11008)  0.14
H (1.26984, 1.13910, -0.05780)  0.01
H (2.39534, -0.15425, -0.73163)  0.00
H (1.52515, -1.63357, 0.99805)  0.00
H (0.48656, -0.36973, 1.48264)  0.00
H (-2.50060, 1.46790, 1.59915)  0.08
H (0.06066, 0.82404, -2.01662)  0.01

***

R.
Density functional theory data (ωB97M-V/def2-TZVPD) for C2H6N4S in the gas phase.

Values from the calculation:
⟨S²⟩   2.01
Total charge   0
LUMO energy (alpha / beta)   1.024 / -1.772 eV
Highest occupied orbital energy (alpha / beta)   -7.04 / -9.00 eV
2S+1   3

Each line ends with the Löwdin spin population.
Element x y z (Å)
C (-1.08479, 0.17151, -2.12513)  0.01
C (-0.88212, 0.49232, -0.63433)  0.07
N (1.90757, 0.23046, 3.13866)  0.24
N (0.45167, 0.31111, -0.20605)  0.51
N (1.39701, -1.26271, 1.43853)  0.29
N (1.55859, -0.74326, 2.48337)  0.38
S (1.12242, -1.07497, -0.20314)  0.43
H (-2.19455, -0.02803, -2.44236)  0.00
H (-0.75705, 1.01050, -2.58132)  0.00
H (-0.41636, -0.71568, -2.58100)  0.00
H (-1.60917, -0.00875, -0.03433)  0.02
H (-1.14790, 1.55918, -0.48174)  0.00
H (1.65466, 0.05833, 4.22885)  0.04

***

Q comes first in stability; the runner-up is 0.669 eV higher.

***

P.
Density functional theory data (ωB97M-V/def2-TZVPD) for 2 unconnected molecules or ions with the total composition C2H2F3NO.

Values from the calculation:
Total charge   0
LUMO energy (alpha / beta)   -0.396 / -0.370 eV
Highest occupied orbital energy (alpha / beta)   -9.58 / -9.52 eV

Each line ends with the Löwdin charge.
Element x y z (Å)
C (-0.00688, -0.88804, 1.28886)  0.06
C (-0.30601, 0.55824, -1.19907)  -0.40
N (0.71498, 0.05141, 0.79969)  -0.18
O (1.61245, 0.79474, 1.02858)  0.06
F (-0.60525, 1.91288, -1.24767)  0.08
F (0.41136, 0.28488, -2.26712)  0.15
F (-1.35574, -0.25321, -1.16455)  0.12
H (0.44573, -1.52202, 1.96300)  0.07
H (-0.91064, -0.93887, 0.79829)  0.04

***

Q.
Density functional theory data (ωB97M-V/def2-TZVPD) for C2H2F3NO in the gas phase.

Values from the calculation:
Total charge   0
LUMO energy   0.526 eV
SMILES   O=CNC(F)(F)F
Highest occupied orbital energy   -10.84 eV

Each line ends with the Löwdin charge.
Element x y z (Å)
C (0.60803, -0.80854, -1.03450)  -0.31
C (-0.46364, 0.37632, 0.94497)  -0.59
N (-0.05535, 0.23480, -0.43830)  0.16
O (0.93146, -1.95199, -0.74423)  0.06
F (-0.28661, 1.61818, 1.36049)  0.16
F (-1.84449, 0.20504, 1.00335)  0.10
F (0.14477, -0.44841, 1.81662)  0.17
H (0.92712, -0.26967, -1.91357)  0.12
H (0.03871, 1.04427, -0.99482)  0.13

***

Q comes first in stability; the runner-up is 5.025 eV higher.

***

P.
Density functional theory data (ωB97M-V/def2-TZVPD) for a molecular structure, C3H4FNOS.

Values from the calculation:
Total charge   0
LUMO energy   -0.539 eV
Highest occupied orbital energy   -8.86 eV

Each line ends with the Löwdin charge.
Element x y z (Å)
C (0.47237, -0.42341, -0.92604)  -0.06
C (0.64826, -0.76876, 0.62581)  -0.22
C (-0.19973, 0.40144, 0.99912)  -0.81
H (-1.78144, 2.18245, -0.84180)  0.31
H (0.02322, -1.11827, -1.65441)  0.13
H (1.37575, 0.03193, -1.45126)  0.15
H (-0.01940, -1.57682, 1.07286)  0.16
N (-0.44423, 0.43956, -0.35285)  -0.22
O (-1.32225, 1.04014, -1.28134)  -0.08
F (1.95085, -0.85441, 1.32889)  -0.07
S (-0.70340, 0.64615, 2.48103)  0.72

***

Q.
Density functional theory data (ωB97M-V/def2-TZVPD) for C3H4FNOS in the gas phase.

Values from the calculation:
Total charge   0
LUMO energy   0.692 eV
SMILES   O/N=C\S/C=C/F
Highest occupied orbital energy   -9.47 eV

Each line ends with the Löwdin charge.
Element x y z (Å)
C (-1.50868, -0.05560, -0.10411)  -0.46
C (1.17777, -0.23522, -0.39476)  -0.42
C (1.94059, 0.45881, -1.21002)  -0.23
H (-1.40968, -0.39824, 2.10778)  0.04
H (-1.61906, 0.00769, -1.18139)  0.08
H (1.30635, -1.28613, -0.28979)  0.08
H (1.84948, 1.53838, -1.40844)  0.12
N (-2.44399, -0.57560, 0.55764)  -0.09
O (-2.33446, -0.69665, 1.89168)  -0.07
F (2.89454, -0.10627, -1.95373)  0.03
S (-0.00327, 0.60557, 0.59824)  0.91

***

R.
Density functional theory data (ωB97M-V/def2-TZVPD) for C3H4FNOS in the gas phase.

Values from the calculation:
Total charge   0
LUMO energy   -0.454 eV
SMILES   O=C/C(CF)=N/S
Highest occupied orbital energy   -9.55 eV

Each line ends with the Löwdin charge.
Element x y z (Å)
C (-0.12467, 0.31708, 0.30385)  -0.33
C (0.06207, -1.02557, -0.46458)  -0.14
C (-1.12140, 0.36199, 1.43872)  -0.18
H (1.56138, 0.58883, -1.88889)  -0.10
H (-0.73947, -1.72571, -0.16974)  0.12
H (1.01069, -1.48213, -0.21142)  0.12
H (-1.11086, 1.33771, 1.95964)  0.13
N (0.50926, 1.39647, 0.10368)  -0.37
O (-1.72192, -0.65832, 1.75028)  0.04
F (-0.02999, -0.77008, -1.81764)  -0.08
S (1.70490, 1.65973, -1.00390)  0.78

***

R comes first in stability; the runner-up is 1.264 eV higher.

***

P.
Density functional theory data (ωB97M-V/def2-TZVPD) for C2HClFN in the gas phase.

Values from the calculation:
Total charge   0
LUMO energy   -0.095 eV
SMILES   N#C[C@H](F)Cl
Highest occupied orbital energy   -11.92 eV

Each line ends with the Löwdin charge.
Element x y z (Å)
C (0.32210, 0.31219, 0.21531)  -0.67
C (-0.89087, -0.38391, -0.06028)  -0.26
H (0.21901, 0.56243, 1.33737)  0.15
N (-1.74075, -1.04600, -0.53021)  0.19
F (0.39926, 1.38060, -0.61273)  -0.02
Cl (1.69126, -0.82532, -0.34947)  0.60

***

Q.
Density functional theory data (ωB97M-V/def2-TZVPD) for 2 unconnected molecules or ions with the total composition C2HClFN.

Values from the calculation:
Total charge   0
LUMO energy (alpha / beta)   -2.372 / -2.372 eV
Highest occupied orbital energy (alpha / beta)   -12.05 / -12.06 eV

Each line ends with the Löwdin charge.
Element x y z (Å)
C (0.44116, -0.93434, -0.24134)  -0.25
C (-0.25639, 0.28182, -0.15986)  -0.55
N (1.03530, -1.89685, -0.42781)  0.22
F (0.39981, 1.05744, 1.59885)  -0.34
Cl (-1.91347, 0.34531, -0.23235)  0.82
H (0.29359, 1.14661, -0.53748)  0.10

***

R.
Density functional theory data (ωB97M-V/def2-TZVPD) for C2HClFN in the gas phase.

Values from the calculation:
Total charge   0
LUMO energy   -0.211 eV
SMILES   N#C[C@H](F)Cl
Highest occupied orbital energy   -11.54 eV

Each line ends with the Löwdin charge.
Element x y z (Å)
C (0.89175, -0.24332, -0.08257)  -0.20
C (-0.41641, 0.26299, 0.09172)  -0.69
N (2.11473, -0.54490, -0.48063)  0.16
F (-0.77341, 0.44200, 1.46253)  -0.05
Cl (-1.41700, -1.05309, -0.55528)  0.70
H (-0.39966, 1.13632, -0.43577)  0.09

***

P comes first in stability; the runner-up is 1.244 eV higher.

***

P.
Density functional theory data (ωB97M-V/def2-TZVPD) for 2 unconnected molecules or ions with the total composition CHF3N2.

Values from the calculation:
Total charge   0
LUMO energy (alpha / beta)   -0.098 / -0.200 eV
Highest occupied orbital energy (alpha / beta)   -9.23 / -8.38 eV

Each line ends with the Löwdin charge.
Element x y z (Å)
C (-0.76279, -0.52463, 0.45512)  -0.17
N (-1.31178, -0.66801, -0.63980)  0.24
N (1.39135, 0.22457, 0.06517)  0.00
F (-0.71836, -0.70516, 1.75485)  0.15
F (1.10512, 1.01242, -1.08130)  -0.15
F (1.62206, 1.19244, 1.02416)  -0.12
H (-1.32560, -0.53162, -1.57820)  0.05

***

Q.
Density functional theory data (ωB97M-V/def2-TZVPD) for 2 unconnected molecules or ions with the total composition CHF3N2.

Values from the calculation:
Total charge   0
LUMO energy (alpha / beta)   -1.303 / -0.693 eV
Highest occupied orbital energy (alpha / beta)   -10.20 / -9.32 eV

Each line ends with the Löwdin charge.
Element x y z (Å)
C (-1.09729, 0.47973, -0.93615)  -0.10
N (-2.09980, -0.15474, -2.86145)  0.14
N (-0.47298, -0.60260, -0.35723)  -0.01
F (-0.20679, 1.45689, -1.25981)  -0.01
F (-2.04099, -1.51831, -3.04707)  -0.16
F (-1.17236, -1.47054, 0.40585)  -0.01
H (0.48675, -0.75791, -0.08345)  0.15

***

P comes first in stability; the runner-up is 1.965 eV higher.

***

P.
Density functional theory data (ωB97M-V/def2-TZVPD) for 2 unconnected molecules or ions with the total composition C2H5NO3S.

Values from the calculation:
Total charge   0
LUMO energy   0.321 eV
Highest occupied orbital energy   -9.46 eV

Each line ends with the Löwdin charge.
Element x y z (Å)
C (-0.52529, 0.72632, -1.88128)  -0.33
C (0.73031, 0.46347, -1.88312)  -0.07
N (-1.09152, -0.53623, 1.02799)  -0.14
O (-1.62828, 1.11997, -1.78460)  0.15
O (0.97014, -1.82857, 1.67107)  -0.45
O (0.85895, 0.60384, 2.13596)  -0.31
S (0.67963, -0.60590, 0.99666)  0.82
H (0.24376, 0.38330, 2.86652)  0.06
H (1.03223, -0.40849, -2.59154)  0.11
H (1.60503, 1.17581, -1.60518)  0.12
H (-1.34081, 0.25572, 0.59120)  -0.06
H (-1.53413, -1.34923, 0.45634)  0.11

***

Q.
Density functional theory data (ωB97M-V/def2-TZVPD) for C2H5NO3S in the gas phase.

Values from the calculation:
Total charge   0
LUMO energy   0.687 eV
Highest occupied orbital energy   -9.19 eV

Each line ends with the Löwdin charge.
Element x y z (Å)
C (0.22141, 1.03502, 0.52942)  -0.23
C (1.06678, -1.26477, 0.24422)  -0.07
N (0.90431, -0.07477, -0.06867)  -0.03
O (-2.45645, 0.81644, -0.87694)  -0.26
O (-1.03032, 0.62986, 1.06488)  -0.34
O (-1.63125, -1.53492, -0.06580)  -0.44
S (-2.16331, -0.23709, 0.42015)  0.93
H (0.87766, 1.44747, 1.25045)  0.12
H (0.07497, 1.80940, -0.16698)  0.10
H (1.78450, -1.66661, -0.50158)  0.09
H (0.74863, -1.69384, 1.23020)  0.10
H (-2.99891, 0.51249, -1.56570)  0.03

***

P comes first in stability; the runner-up is 0.177 eV higher.